Entry 1:
The following is a DFT calculation (wB97M-V/def2-TZVPD) of C33H57N7O7RbS as an isolated structure.

```
106
Properties=species:S:1:pos:R:3:forces:R:3:lowdin_charge:R:1
Rb -1.30934 -0.78351 0.51802 0.389 0.457 0.068 1.0572
C -3.52514 0.53382 -4.29565 0.012 0.013 -0.008 -0.0563
C -3.89714 0.94747 -2.87056 0.093 0.015 -0.051 -0.3394
C -3.35266 2.34950 -2.52381 0.028 -0.074 0.067 -0.0903
C -1.88226 2.76249 -2.75685 0.000 0.017 -0.011 -0.5262
C -1.51077 2.82811 -4.25277 0.035 -0.018 -0.026 -0.0463
C -1.75491 4.18530 -2.19948 0.091 0.041 0.026 -0.0316
N -0.97806 1.87370 -1.98827 -0.098 0.044 0.067 0.0022
C 0.45967 2.15272 -2.12704 -0.072 -0.034 0.039 -0.1747
C 1.28924 0.95160 -2.54015 0.078 -0.057 -0.035 -0.1817
N 1.32508 -0.14894 -1.58685 -0.017 0.013 0.036 -0.1033
C 2.04842 0.24372 -0.37779 -0.070 -0.030 -0.037 -0.1087
C 2.05616 -0.79722 0.75781 0.007 -0.156 0.163 -0.6545
O 3.04600 -0.73631 1.53773 -0.229 -0.014 -0.123 -0.0541
O 1.05677 -1.54176 0.86910 1.211 -0.067 0.161 -0.2189
C 1.91168 -1.37159 -2.17771 0.014 0.010 -0.057 -0.3347
C 3.30166 -1.14538 -2.79948 0.016 0.029 0.008 -0.0468
C 1.03154 -2.07449 -3.22211 -0.029 0.047 0.032 -0.1047
C -0.24237 -2.81315 -2.77362 0.050 -0.011 -0.064 -0.5578
C 0.02129 -3.59924 -1.49387 -0.026 -0.013 0.067 -0.0253
C -0.61769 -3.79556 -3.89691 -0.032 -0.033 -0.029 -0.0432
N -1.32072 -1.82686 -2.57419 -0.073 -0.043 0.115 0.0027
C -2.53058 -2.31905 -1.91348 -0.056 0.102 0.120 -0.2421
C -3.73918 -1.44740 -2.24020 0.053 -0.088 -0.024 -0.1571
N -3.57213 -0.04671 -1.83085 -0.008 0.041 0.046 -0.1008
C -4.33348 0.29177 -0.59075 -0.044 0.015 -0.054 -0.1092
C -4.64768 -0.91493 0.34334 -0.133 -0.124 0.131 -0.7254
O -5.82002 -1.33275 0.32226 0.383 0.117 -0.032 -0.0334
O -3.67398 -1.33927 1.02843 -1.110 -0.156 -0.009 -0.2591
H -3.62904 1.39775 -4.95339 0.010 -0.051 0.011 0.0756
H -4.18544 -0.24022 -4.68238 0.014 0.019 -0.009 0.0728
H -2.49469 0.17422 -4.36971 -0.102 0.033 0.000 0.0646
H -4.99120 1.08505 -2.87672 -0.071 0.000 -0.013 0.1370
H -3.57992 2.54516 -1.47317 0.011 -0.014 -0.030 0.1118
H -3.95271 3.06496 -3.09476 -0.010 0.017 -0.009 0.1246
H -2.33425 3.25987 -4.82770 0.060 -0.028 0.032 0.0842
H -1.27812 1.84628 -4.66671 -0.011 0.092 0.010 0.0698
H -0.64364 3.47369 -4.41084 -0.027 -0.036 0.011 0.0742
H -2.39942 4.86281 -2.76747 0.041 -0.044 0.044 0.0911
H -0.72736 4.55272 -2.28085 -0.100 -0.018 -0.002 0.0852
H -2.03607 4.22843 -1.14688 0.002 0.002 -0.014 0.0757
H -1.18339 0.89175 -2.18277 0.013 0.033 -0.011 0.1044
H -1.21212 2.05530 -0.36063 0.060 0.052 0.072 0.0621
H 0.83863 2.58243 -1.19625 -0.005 0.021 0.037 0.1149
H 0.62943 2.91007 -2.89173 -0.019 0.046 -0.025 0.1033
H 2.30356 1.33260 -2.75108 0.020 -0.015 -0.026 0.1240
H 0.88355 0.58111 -3.48615 0.032 -0.009 0.017 0.1159
H 1.55264 1.11801 0.05875 0.011 -0.014 -0.023 0.1177
H 3.08310 0.54933 -0.57934 0.047 -0.007 0.001 0.1179
H 2.03715 -2.06051 -1.34295 0.002 0.013 0.020 0.1265
H 3.23301 -0.61452 -3.75483 0.015 -0.030 0.056 0.0764
H 3.78118 -2.10812 -2.98998 -0.022 0.039 0.009 0.0803
H 3.95720 -0.57706 -2.13545 -0.042 -0.048 -0.057 0.0739
H 1.67950 -2.82203 -3.69248 -0.008 0.006 -0.003 0.1185
H 0.75987 -1.38110 -4.02908 0.017 -0.017 0.029 0.1135
H 0.89437 -4.24305 -1.63584 -0.037 0.026 0.003 0.1008
H -0.82343 -4.24450 -1.24062 0.038 0.043 -0.013 0.0902
H 0.23726 -2.93914 -0.65241 -0.015 -0.065 -0.015 0.0488
H 0.14279 -4.57459 -4.00954 -0.061 0.052 0.003 0.0826
H -0.70631 -3.26610 -4.85311 0.003 -0.039 0.056 0.0825
H -1.57250 -4.28548 -3.68580 0.074 0.034 -0.024 0.0745
H -1.59006 -1.47488 -3.48667 0.067 0.033 -0.059 0.0886
H -2.37834 -2.30704 -0.83705 -0.324 -0.468 -0.290 0.0174
H -2.78649 -3.35224 -2.17960 -0.009 -0.032 -0.078 0.1169
H -4.62642 -1.88827 -1.77893 -0.003 -0.017 0.024 0.1249
H -3.89044 -1.52123 -3.31552 -0.045 0.024 -0.006 0.0988
H -5.30220 0.72565 -0.86748 -0.010 0.016 -0.032 0.1161
H -3.77908 1.03877 -0.01514 -0.016 -0.068 -0.003 0.0840
N -3.35118 2.18572 2.65687 0.173 0.031 -0.051 0.0432
C -1.93096 2.51452 2.82393 -0.325 -0.092 -0.354 -0.1788
C -1.35878 2.91693 1.46731 0.242 -0.223 0.177 -0.5323
O -0.95126 4.01920 1.18112 -0.110 0.034 -0.059 0.0771
O -1.33423 1.87137 0.64153 -0.163 0.463 0.060 -0.0977
H -3.96124 2.85232 3.10039 0.013 0.034 0.074 0.0653
H -3.57908 1.25563 2.97803 0.039 -0.038 -0.025 0.0743
H -1.39184 1.63829 3.18367 0.035 -0.059 0.008 0.0558
H -1.76199 3.31944 3.53194 0.012 0.194 0.037 0.1171
C 3.47200 2.25929 3.03217 -0.011 -0.055 0.080 -0.0963
C 2.77682 1.91763 4.35352 0.056 -0.132 -0.118 -0.2241
C 1.40726 1.25995 4.17240 0.165 -0.077 -0.072 -0.1994
N 1.52564 -0.14282 3.79004 0.084 0.216 0.163 0.0446
C 0.62663 -1.06417 4.10710 0.082 0.016 0.033 -0.8548
S -0.90282 -0.75026 4.71582 -0.003 -0.055 -0.016 0.6425
N 1.01084 -2.38204 3.89052 0.161 0.064 0.003 0.1036
C 2.27620 -2.95574 3.78124 -0.156 0.061 0.077 -0.4118
O 2.41007 -4.02273 3.22883 0.044 -0.023 -0.030 0.1073
C 3.40942 -2.32113 4.53647 -0.110 0.063 0.025 -0.1545
C 4.65081 -2.17872 3.93302 -0.008 0.039 -0.104 -0.0199
C 5.71114 -1.65236 4.65599 0.019 0.001 0.003 -0.0760
C 5.54265 -1.29527 5.98841 -0.014 -0.026 -0.025 -0.0996
C 4.30666 -1.46262 6.59906 -0.025 0.024 0.015 -0.0893
C 3.23826 -1.96805 5.87144 -0.066 0.080 -0.014 -0.0310
H 4.43346 2.74946 3.21072 -0.072 -0.021 0.008 0.0667
H 2.85238 2.94184 2.44138 0.025 -0.034 0.030 0.0733
H 3.65730 1.36539 2.43211 -0.037 0.021 0.018 0.0528
H 2.63748 2.83064 4.93862 -0.046 -0.009 -0.012 0.1031
H 3.40772 1.25191 4.95335 -0.024 0.030 -0.022 0.1007
H 0.83865 1.82080 3.42406 -0.041 -0.047 -0.076 0.1086
H 0.82986 1.29130 5.09243 -0.038 0.002 0.092 0.0868
H 2.26071 -0.40592 3.11934 0.079 -0.034 -0.077 0.0944
H 0.25158 -3.00815 3.67494 -0.034 -0.048 -0.071 0.1347
H 4.75850 -2.44360 2.88893 -0.011 0.012 0.040 0.1191
H 6.67312 -1.51575 4.17618 -0.033 -0.007 0.013 0.1001
H 6.37395 -0.88597 6.55039 -0.018 -0.010 -0.015 0.0958
H 4.17120 -1.18831 7.63971 0.002 -0.027 -0.066 0.0995
H 2.26304 -2.07998 6.33498 0.053 0.010 -0.027 0.1206
```
Positions in Å, forces in eV/Å.

- total energy (a.u.) = -2624.11595
- E_LUMO (eV) = 1.90
- relative energy (zero: lowest compared OMol25 entry of this formula, charge and spin) (kcal/mol) = 26.7
- net charge = -1

Entry 2:
The following is a DFT calculation (wB97M-V/def2-TZVPD) of a 3-piece molecular cluster, C33H58BF5N5O6 overall.

```
108
Properties=species:S:1:pos:R:3:forces:R:3:lowdin_charge:R:1
C -0.62726 3.38703 4.89372 -3.428 -5.096 -3.200 0.0852
C -1.07583 2.43742 4.08650 3.251 3.678 3.791 -0.0569
C -1.33777 1.07051 3.22788 -3.285 1.487 2.362 -0.1699
N -0.67780 0.91774 1.96630 -1.203 -0.582 -1.695 -0.0397
C -1.37324 1.32247 0.75410 0.664 0.621 0.762 -0.0649
N -2.42480 0.59633 0.28373 1.007 -0.001 0.220 0.1226
C -2.85945 -0.71993 0.91065 -0.093 -2.225 1.134 -0.0919
C -4.14697 -0.61239 1.87697 -0.492 -0.582 -0.030 -0.1712
C -5.31697 -1.64498 1.42551 -1.052 0.134 0.360 -0.2410
C -6.70290 -0.88753 1.09118 -0.459 -0.038 -0.315 -0.1372
C -3.27381 1.05619 -0.85361 -1.834 1.514 -2.309 -0.2405
F -4.43269 0.19318 -1.08514 3.381 1.691 1.198 0.0467
F -2.64629 1.13896 -2.12294 -1.069 -0.638 3.416 0.0878
C -3.97339 2.52223 -0.58901 -1.111 1.138 -0.760 -0.1057
F -3.29316 3.55540 -1.33975 -1.338 -2.470 2.499 0.0075
F -4.09450 2.82157 0.82327 1.097 -0.589 -3.190 0.0039
N -0.92965 2.60508 0.13625 -1.247 -3.130 1.289 0.1492
C 0.57360 2.79582 0.14449 1.589 0.331 -1.369 -0.3054
C 1.28806 2.30402 -1.26016 -0.363 -0.703 -1.318 -0.0916
C 0.36283 1.39745 -2.20752 0.470 0.968 -0.825 -0.2199
C 1.20718 0.80052 -3.48501 -2.272 -0.071 -0.027 -0.2145
C 0.22241 -0.34113 -4.13277 -0.241 0.272 0.249 -0.1211
N 0.76740 4.28482 0.03982 -0.325 -0.174 1.264 -0.1071
C -0.15248 4.96201 -0.93155 -1.383 1.505 0.183 -0.0577
C 0.70300 5.05866 1.27005 -0.539 1.801 4.639 -0.3719
C 1.94306 6.09159 1.55882 -0.271 -0.878 -0.848 -0.0005
O -0.19090 5.03275 2.18924 2.928 -0.925 -4.466 0.0119
C 1.33712 2.09715 1.38085 0.365 0.472 2.167 -0.1007
C 2.93315 2.27799 1.42408 0.199 1.284 -0.346 -0.1158
C 3.46348 3.02313 2.78085 2.878 0.536 -1.142 -0.1963
N 4.72538 3.46496 2.80551 -4.099 -1.575 -0.324 0.0681
C 0.77650 0.60836 1.80674 -0.358 2.294 1.394 -0.2877
C 1.30591 0.15619 3.29338 0.742 -0.452 0.014 -0.0705
C 2.80466 -0.41152 3.40668 -0.253 -1.153 1.633 -0.1346
C 3.02105 -0.76906 4.99771 0.008 0.939 -0.133 -0.1301
F 4.45611 -0.72317 5.30452 -2.554 -0.333 -0.611 -0.1172
O 0.72601 -0.39900 0.81112 2.096 0.244 -0.232 0.1384
B 1.80905 -0.88448 0.07825 1.235 -1.889 -3.041 -0.6544
O 3.22006 -1.03755 0.35795 -1.979 -0.386 0.204 0.0971
O 1.46256 -1.41320 -1.26233 0.969 1.448 2.323 0.0718
H -0.62460 4.12152 5.79109 0.180 -1.497 -2.313 0.0761
H -2.48584 1.17856 3.00517 2.058 -0.238 0.306 0.1275
H -1.32786 0.18593 3.98957 0.564 1.549 -1.611 0.1500
H -3.07730 -1.53306 0.10207 0.446 2.040 1.034 0.1507
H -2.01096 -1.20336 1.54828 -1.088 1.509 -1.432 0.1391
H -4.58625 0.45621 1.88151 0.818 -1.667 0.092 0.1123
H -3.83880 -0.93052 2.95285 -0.408 0.917 -1.891 0.1213
H -5.53710 -2.37652 2.29987 0.472 1.221 -1.515 0.1167
H -5.05500 -2.29373 0.51414 -0.063 1.079 1.343 0.1071
H -7.47401 -1.64120 0.66040 1.344 1.244 0.799 0.0884
H -6.58969 -0.05194 0.29706 0.037 -1.421 1.272 0.0661
H -7.18660 -0.39795 2.01559 0.911 -0.839 -1.313 0.0844
H -5.06300 2.50501 -1.00114 2.106 -0.093 0.777 0.1924
H -1.40067 3.28897 0.78598 0.825 -0.297 -0.579 0.1501
H 2.26400 1.71864 -1.10137 -1.425 0.805 0.347 0.1148
H 1.62786 3.20410 -1.92218 -0.756 -1.395 1.558 0.1413
H -0.41620 2.11610 -2.69812 1.082 -1.494 1.086 0.1126
H -0.17022 0.56445 -1.61984 0.922 1.193 -1.049 0.0863
H 1.25536 1.64843 -4.28220 0.491 -1.469 1.534 0.1202
H 2.23771 0.39134 -3.18845 -1.493 0.723 -0.554 0.0974
H -0.23599 -0.98439 -3.27345 1.118 0.894 -1.620 0.0729
H 0.74943 -0.98643 -4.92972 -0.925 0.926 1.371 0.0663
H -0.69990 0.16674 -4.63718 1.772 -0.731 0.807 0.0870
H 0.31213 5.97875 -1.26423 -0.661 -2.041 0.347 0.1214
H -1.11184 5.26053 -0.33424 1.383 -0.490 -1.287 0.1058
H -0.51087 4.31590 -1.80692 1.015 0.904 1.317 0.0997
H 1.89668 6.52020 2.63908 -0.137 -0.833 -2.142 0.1048
H 2.94550 5.52906 1.38205 -1.752 0.998 0.329 0.0770
H 1.86694 6.91227 0.75296 0.218 -1.092 1.358 0.0888
H 1.01125 2.67752 2.34847 0.242 -0.959 -1.775 0.1246
H 3.22823 3.00463 0.55810 -0.491 -1.256 1.524 0.1278
H 3.55947 1.33342 1.27189 -1.158 1.162 0.192 0.1090
H 2.78000 3.20653 3.68869 1.003 -0.352 -1.455 0.1219
H 5.15195 3.21125 1.88799 -0.180 0.227 0.713 0.0510
H 0.64263 -0.73873 3.65151 1.026 1.757 -0.645 0.1354
H 1.27731 1.04017 4.05669 -0.503 -1.438 -1.640 0.1254
H 3.65783 0.30432 3.15595 -1.385 -1.094 0.054 0.1091
H 2.84480 -1.43274 2.88010 0.309 1.844 0.460 0.1117
H 2.51461 0.03377 5.67606 1.029 -1.320 -1.196 0.1293
H 2.57435 -1.78886 5.27516 0.999 1.394 -0.476 0.1190
H 3.56249 -1.89599 -0.01941 -0.624 1.506 0.417 0.1396
H 2.25513 -1.24685 -1.82708 -0.966 -0.499 0.531 0.0983
C 0.06560 -4.67668 -8.09934 -0.465 -0.176 -0.166 -0.1790
C 1.25483 -3.96482 -8.70097 0.485 -0.122 -0.140 -0.1784
C 1.14364 -2.58610 -8.08244 -0.095 0.372 -0.023 -0.2048
O 0.53529 -2.75641 -6.79416 0.023 -0.210 -0.183 -0.1628
C 0.02198 -4.09276 -6.70191 0.087 0.010 0.366 -0.2067
H 0.15625 -5.76456 -8.10360 -0.017 0.097 0.026 0.1165
H -0.84428 -4.40630 -8.64600 0.056 -0.067 0.059 0.1179
H 2.18130 -4.44808 -8.37256 -0.050 0.052 -0.071 0.1173
H 1.24906 -3.94403 -9.79238 0.006 0.027 0.103 0.1172
H 0.49343 -1.93508 -8.67632 0.075 0.006 -0.067 0.1186
H 2.11490 -2.09819 -7.96853 -0.101 0.012 0.088 0.1175
H 0.66844 -4.65300 -6.01754 -0.069 -0.083 0.002 0.1166
H -0.98869 -4.07099 -6.28727 0.082 0.105 0.023 0.1166
C 0.69433 -4.79865 1.67933 0.122 0.092 -0.511 -0.1656
C 1.16629 -5.64230 2.84024 -0.148 -0.419 0.244 -0.1664
C 1.62304 -4.58878 3.82861 0.355 0.079 0.260 -0.1958
O 0.80572 -3.42898 3.60620 0.017 -0.017 -0.152 -0.1620
C 0.08301 -3.60566 2.38529 -0.309 0.155 0.123 -0.2085
H -0.00984 -5.31072 1.02087 0.060 0.073 0.047 0.1210
H 1.55367 -4.47858 1.07972 -0.092 -0.018 -0.014 0.1159
H 0.32430 -6.20558 3.25638 0.107 0.013 -0.023 0.1215
H 1.95401 -6.35074 2.57764 -0.062 0.087 0.051 0.1218
H 2.66556 -4.30323 3.65194 0.032 -0.076 0.041 0.1189
H 1.52255 -4.91538 4.86639 -0.025 0.147 -0.061 0.1237
H -0.96638 -3.79181 2.64077 -0.068 -0.017 -0.093 0.1202
H 0.14034 -2.69018 1.79055 0.008 0.032 0.078 0.0939
```
Positions in Å, forces in eV/Å.

- total energy (a.u.) = -2541.04781
- E_LUMO (eV) = -4.35
- relative energy (zero: lowest compared OMol25 entry of this formula, charge and spin) (kcal/mol) = 202.5
- net charge = +1